Entry 1:
C3HN2OS | ωB97M-V/def2-TZVPD

Structure (XYZ):
```
8
Properties=species:S:1:pos:R:3:forces:R:3
S -1.9264 -0.8476 -0.0052 -0.4004 -0.7953 -0.2306
O -7.2166 -0.2160 -0.0258 1.2473 0.1497 0.0096
N -3.7627 0.8898 0.0388 -0.0443 0.6953 0.0634
N 0.7516 -0.2498 0.2327 -0.9210 -0.2128 -0.2795
C -6.1177 0.0466 0.0061 -1.8406 -0.3015 0.0309
C -4.8472 0.4572 0.0526 0.6165 -0.1148 -0.0908
C -0.3790 -0.4997 0.0322 1.1651 0.5716 0.5844
H 1.6838 -0.0061 -0.0254 0.1774 0.0078 -0.0875
```
Positions in Å, forces in eV/Å.

Results
**Kohn-Sham gap (spin up / spin down)**: 0.2079 / 0.2056 Ha
**E**: -18978.1789 eV
**Total charge**: +1
**LUMO level (spin up / spin down)**: -0.2820 / -0.2832 Ha
**Largest force on an atom**: 1.87 eV/A
**Energy above the lowest of the compared OMol25 structures with the same formula, charge and spin**: 40.8 kcal per mole
**HOMO (spin up / spin down)**: -13.33 / -13.30 eV

Atom charges from the natural (NBO) analysis, given in e for atoms 1 to 2: 0.04 -0.16

***

Entry 2:
C3HN3O2 | ωB97M-V/def2-TZVPD

Structure (XYZ):
```
9
Properties=species:S:1:pos:R:3:forces:R:3
O -0.0721 1.7908 -0.0959 -4.5188 -4.3137 4.3307
O 2.0331 -0.7448 -0.0708 2.3432 -4.8474 -0.5123
N 1.7808 0.4840 -0.2101 1.3237 2.9844 1.5983
N -2.5965 -0.5313 -0.1187 -3.3426 0.4981 -0.0954
N 0.9498 -1.5201 0.0095 -1.3336 -1.0365 -0.4667
C 0.5540 0.5554 0.1040 -1.8469 6.6291 -3.6164
C -1.4809 -0.6689 -0.1314 3.8391 -1.6063 0.5450
C -0.0499 -0.6533 -0.0275 -0.1491 -1.6808 1.1173
H -1.1182 1.2881 0.5409 3.6850 3.3731 -2.9006
```
Positions in Å, forces in eV/Å.

Results
**Kohn-Sham gap**: 0.3781 Ha
**E**: -11686.0721 eV
**LUMO level**: -0.0272 Ha
**Largest force on an atom**: 7.77 eV/A
**Energy above the lowest of the compared OMol25 structures with the same formula, charge and spin**: 123.8 kcal per mole
**HOMO**: -11.03 eV

Atom charges from the natural (NBO) analysis, given in e for atoms 1 to 2: -0.60 -0.07

***

Entry 3:
C3HN3O2 | ωB97M-V/def2-TZVPD

Structure (XYZ):
```
9
Properties=species:S:1:pos:R:3:forces:R:3
O 0.6373 -1.3935 2.8885 -1.0602 -0.2038 -0.2812
O 0.8570 2.8003 -0.5221 -0.7592 2.9831 5.0714
N 0.9569 1.4875 -2.4369 1.9000 -0.2479 -5.3585
N 0.7125 0.3745 -3.1820 -2.4407 -0.0784 4.3624
N -1.7120 -1.7105 3.1323 4.7508 -0.0917 1.6444
C 0.6735 -0.4540 -4.0283 0.9165 -1.4472 -2.9414
C 0.9223 2.0968 -1.4090 0.3853 -1.2110 -1.1287
C -0.5268 -1.5429 2.8999 -0.7950 0.0555 0.6767
H -2.5206 -1.6581 2.6576 -2.8974 0.2415 -2.0452
```
Positions in Å, forces in eV/Å.

Results
**Kohn-Sham gap (spin up / spin down)**: 0.2194 / 0.2481 Ha
**E**: -11683.2309 eV
**LUMO level (spin up / spin down)**: 0.0057 / -0.1663 Ha
**2S+1**: 3
**Largest force on an atom**: 5.93 eV/A
**Energy above the lowest of the compared OMol25 structures with the same formula, charge and spin**: 67.0 kcal per mole
**⟨S²⟩**: 2.014
**HOMO (spin up / spin down)**: -5.82 / -11.28 eV

Atom charges from the natural (NBO) analysis, given in e for atoms 1 to 2: -0.51 -0.37

***

Entry 4:
C3HN4 | ωB97M-V/def2-TZVPD

Structure (XYZ):
```
8
Properties=species:S:1:pos:R:3:forces:R:3
N -3.8344 -0.4207 -0.5599 -1.7981 -0.3069 -0.3805
N 3.6317 -1.6006 -0.8651 0.6337 -0.7631 -1.0083
N 0.7499 0.7986 0.5902 1.9204 -0.8361 -0.3009
N -0.3725 0.5817 0.2335 -3.9006 -1.3269 -0.3891
C -2.7537 -0.0930 -0.3864 2.8944 0.0292 0.6622
C 3.0643 -0.9761 -0.0857 -0.5718 0.7160 1.0045
C -1.4252 0.0744 -0.0443 0.9809 1.5287 -0.0137
H 0.9399 1.6358 1.1177 -0.1587 0.9591 0.4258
```
Positions in Å, forces in eV/Å.

Results
**Kohn-Sham gap (spin up / spin down)**: 0.3453 / 0.2354 Ha
**E**: -9069.9136 eV
**Total charge**: +1
**LUMO level (spin up / spin down)**: -0.2635 / -0.3597 Ha
**2S+1**: 3
**Largest force on an atom**: 4.14 eV/A
**Energy above the lowest of the compared OMol25 structures with the same formula, charge and spin**: 32.2 kcal per mole
**⟨S²⟩**: 2.047
**HOMO (spin up / spin down)**: -16.57 / -16.19 eV

Atom charges from the natural (NBO) analysis, given in e for atoms 1 to 2: 0.05 -0.36

***

The highest energy above the lowest of the compared OMol25 structures with the same formula, charge and spin belongs to which entry?
number 2

***

Repeat the fourth record exactly.
C3HN4 | ωB97M-V/def2-TZVPD

Structure (XYZ):
```
8
Properties=species:S:1:pos:R:3:forces:R:3
N -3.8344 -0.4207 -0.5599 -1.7981 -0.3069 -0.3805
N 3.6317 -1.6006 -0.8651 0.6337 -0.7631 -1.0083
N 0.7499 0.7986 0.5902 1.9204 -0.8361 -0.3009
N -0.3725 0.5817 0.2335 -3.9006 -1.3269 -0.3891
C -2.7537 -0.0930 -0.3864 2.8944 0.0292 0.6622
C 3.0643 -0.9761 -0.0857 -0.5718 0.7160 1.0045
C -1.4252 0.0744 -0.0443 0.9809 1.5287 -0.0137
H 0.9399 1.6358 1.1177 -0.1587 0.9591 0.4258
```
Positions in Å, forces in eV/Å.

Results
**Kohn-Sham gap (spin up / spin down)**: 0.3453 / 0.2354 Ha
**E**: -9069.9136 eV
**Total charge**: +1
**LUMO level (spin up / spin down)**: -0.2635 / -0.3597 Ha
**2S+1**: 3
**Largest force on an atom**: 4.14 eV/A
**Energy above the lowest of the compared OMol25 structures with the same formula, charge and spin**: 32.2 kcal per mole
**⟨S²⟩**: 2.047
**HOMO (spin up / spin down)**: -16.57 / -16.19 eV

Atom charges from the natural (NBO) analysis, given in e for atoms 1 to 2: 0.05 -0.36

***

What is the energy above the lowest of the compared OMol25 structures with the same formula, charge and spin in the fourth record?
32.2 kcal per mole